Entry 1:
99
Properties=species:S:1:pos:R:3:lowdin_charge:R:1 method="wB97M-V/def2-TZVPD" multiplicity=1 charge=+1 largest_force_ha_per_bohr=0.0176 e_homo_ev=-9.36 total_energy_ha=-2313.82500
Al -0.229 -0.249 -0.355 0.1249
C -3.082 0.319 2.825 -0.0544
C -2.227 1.434 2.208 -0.3872
C -1.890 2.502 3.259 -0.0678
C -3.013 1.987 1.035 -0.1508
C -4.097 2.803 1.336 -0.0386
C -4.958 3.239 0.348 -0.0552
C -4.785 2.763 -0.936 -0.0353
C -3.716 1.944 -1.286 -0.1360
C -3.742 1.352 -2.692 -0.3791
C -3.710 2.423 -3.788 -0.0571
C -5.003 0.491 -2.859 -0.0587
C -2.757 1.618 -0.301 -0.1474
N -1.513 1.010 -0.657 -0.0351
C -0.913 1.609 -1.814 -0.1541
C 0.172 1.089 -2.385 -0.1558
N 0.859 -0.013 -1.805 -0.0336
C 2.007 -0.419 -2.551 -0.1436
C 2.915 0.566 -2.999 -0.1403
C 3.920 0.214 -3.893 -0.0369
C 4.108 -1.092 -4.293 -0.0625
C 3.303 -2.074 -3.749 -0.0373
C 2.254 -1.767 -2.889 -0.1410
C 1.540 -2.963 -2.280 -0.3472
C 1.924 -3.031 -0.795 -0.0567
C 0.025 -3.035 -2.514 -0.0537
C 2.962 1.982 -2.439 -0.3799
C 2.825 3.063 -3.514 -0.0521
C 4.280 2.159 -1.670 -0.0640
H -2.515 -0.304 3.524 0.0576
H -3.499 -0.310 2.039 0.0609
H -3.918 0.757 3.371 0.0948
H -1.298 0.988 1.829 0.0224
H -2.705 2.602 3.976 0.0845
H -1.732 3.476 2.798 0.0832
H -0.993 2.245 3.823 0.0621
H -4.268 3.104 2.362 0.1157
H -5.781 3.900 0.583 0.1100
H -5.515 3.022 -1.692 0.1127
H -2.886 0.694 -2.829 0.1156
H -4.594 3.059 -3.739 0.0780
H -3.691 1.949 -4.771 0.0840
H -2.832 3.066 -3.714 0.0718
H -5.906 1.093 -2.766 0.0766
H -5.037 -0.298 -2.106 0.0810
H -5.005 0.026 -3.846 0.0818
H -1.366 2.507 -2.198 0.1177
H 0.535 1.472 -3.325 0.1208
H 4.588 0.980 -4.266 0.1140
H 4.897 -1.349 -4.986 0.1090
H 3.476 -3.111 -4.013 0.1142
H 1.960 -3.847 -2.763 0.1288
H 1.541 -2.154 -0.260 0.0123
H 3.009 -3.027 -0.693 0.0995
H 1.539 -3.933 -0.326 0.0506
H -0.530 -2.378 -1.845 0.0111
H -0.336 -4.053 -2.361 0.0809
H -0.225 -2.740 -3.533 0.0947
H 2.154 2.111 -1.719 0.1030
H 3.691 3.068 -4.177 0.0794
H 2.751 4.048 -3.050 0.0846
H 1.937 2.910 -4.128 0.0751
H 5.137 2.134 -2.342 0.0823
H 4.404 1.354 -0.945 0.0641
H 4.291 3.117 -1.144 0.0829
C 3.480 1.260 1.669 -0.2584
Sb 1.368 0.910 1.578 1.4649
C 0.789 2.968 1.610 -0.2522
C 1.135 0.250 3.647 -0.2702
C 1.732 -1.111 3.801 -0.2906
C 3.108 -1.212 4.018 -0.0552
C 3.740 -2.437 4.122 -0.0631
C 2.988 -3.601 4.056 -0.0649
C 1.620 -3.518 3.877 -0.0593
C 0.971 -2.289 3.724 -0.2818
C -0.508 -2.286 3.515 -0.2644
Sb -1.076 -2.374 1.401 1.4319
C -3.084 -3.115 1.633 -0.2626
C -0.363 -4.383 1.177 -0.2740
H 3.708 1.645 2.661 0.0208
H 3.739 2.010 0.926 -0.0148
H 4.043 0.349 1.486 0.0191
H 0.866 3.386 2.611 0.0271
H -0.231 3.066 1.242 0.0007
H 1.456 3.506 0.937 0.0194
H 0.081 0.284 3.909 0.0371
H 1.670 0.984 4.249 0.0796
H 3.689 -0.304 4.122 0.1079
H 4.809 -2.482 4.280 0.1117
H 3.466 -4.566 4.164 0.1112
H 1.029 -4.426 3.892 0.1138
H -0.997 -1.429 3.973 0.0350
H -0.945 -3.197 3.923 0.0768
H -3.049 -3.885 2.401 0.0206
H -3.387 -3.564 0.689 0.0211
H -3.805 -2.356 1.913 -0.0050
H -0.992 -5.001 1.816 0.0241
H 0.668 -4.460 1.511 0.0005
H -0.454 -4.724 0.149 0.0118

Entry 2:
103
Properties=species:S:1:pos:R:3:lowdin_charge:R:1 method="wB97M-V/def2-TZVPD" multiplicity=1 charge=+2 relative_energy_kcal_mol=0.00 largest_force_ha_per_bohr=0.0230 e_homo_ev=-13.25 total_energy_ha=-6361.34696
Ti -0.063 0.333 0.262 0.6596
C -1.286 4.475 2.667 -0.1683
Si -1.083 3.303 1.219 0.4203
C 0.434 3.870 0.250 -0.1659
C -2.613 3.654 0.204 -0.1786
C -0.859 1.477 1.762 -0.5234
Si -2.538 0.733 2.328 0.4032
C -3.624 0.538 0.808 -0.1610
C -2.516 -0.991 3.024 -0.1540
C -3.327 1.887 3.554 -0.1529
Si 0.556 1.385 3.051 0.4723
C 1.095 2.950 3.901 -0.1592
C 0.393 0.162 4.436 -0.1670
C 2.096 1.020 1.955 -0.3028
C 3.396 1.000 2.435 -0.0211
C 4.456 0.812 1.565 0.0059
C 4.207 0.643 0.205 -0.0068
C 2.908 0.643 -0.231 -0.0869
N 1.879 0.832 0.623 -0.1303
H -0.444 5.167 2.754 0.0473
H -1.404 3.973 3.629 0.0181
H -2.188 5.074 2.506 0.0513
H 0.144 4.685 -0.424 0.0477
H 0.931 3.102 -0.340 -0.0103
H 1.187 4.276 0.934 0.0428
H -2.713 3.137 -0.752 -0.0137
H -2.603 4.731 0.007 0.0586
H -3.513 3.443 0.791 0.0358
H -3.168 -0.154 0.096 -0.0182
H -3.855 1.467 0.286 0.0137
H -4.572 0.088 1.125 0.0602
H -2.509 -1.732 2.222 0.0253
H -3.452 -1.121 3.580 0.0591
H -1.696 -1.223 3.704 0.0190
H -3.612 2.843 3.101 0.0335
H -2.655 2.103 4.394 0.0440
H -4.230 1.422 3.962 0.0529
H 0.352 3.278 4.634 0.0516
H 1.298 3.788 3.229 0.0319
H 2.015 2.724 4.450 0.0496
H -0.546 0.329 4.976 0.0500
H 1.207 0.344 5.145 0.0545
H 0.434 -0.879 4.126 0.0005
H 3.571 1.136 3.496 0.1223
H 5.474 0.800 1.935 0.1298
H 5.011 0.496 -0.503 0.1252
H 2.661 0.467 -1.267 0.1032
S 0.637 -1.555 1.458 0.7791
C -0.395 -2.988 1.304 -0.6448
C -0.373 -3.941 2.315 -0.0898
C -1.172 -5.073 2.201 -0.0431
C -1.966 -5.262 1.078 -0.0477
C -1.964 -4.322 0.057 -0.0653
C -1.175 -3.186 0.173 -0.4166
As -1.037 -1.768 -1.113 1.3206
C -2.058 -2.421 -2.627 -0.3662
C -3.437 -2.534 -2.452 -0.1392
C -4.218 -3.088 -3.453 -0.0675
C -3.628 -3.505 -4.640 -0.0553
C -2.259 -3.370 -4.821 -0.0517
C -1.464 -2.829 -3.815 -0.0802
C 0.767 -2.070 -1.827 -0.3902
C 1.533 -3.174 -1.466 -0.0802
C 2.780 -3.373 -2.039 -0.0398
C 3.274 -2.478 -2.985 -0.0544
C 2.510 -1.383 -3.361 -0.0769
C 1.266 -1.180 -2.776 -0.1633
H 0.257 -3.792 3.184 0.1148
H -1.169 -5.810 2.994 0.1198
H -2.581 -6.150 0.992 0.1178
H -2.560 -4.488 -0.830 0.1038
H -3.901 -2.207 -1.530 0.1071
H -5.287 -3.194 -3.309 0.1188
H -4.239 -3.942 -5.422 0.1182
H -1.797 -3.697 -5.745 0.1165
H -0.399 -2.758 -3.962 0.0952
H 1.160 -3.886 -0.741 0.1095
H 3.366 -4.239 -1.757 0.1188
H 4.246 -2.644 -3.432 0.1162
H 2.876 -0.696 -4.115 0.1135
H 0.673 -0.334 -3.083 0.0633
C 1.768 3.983 -5.166 -0.0838
C 0.609 3.828 -4.184 -0.2843
C 0.653 2.456 -3.508 -0.3328
S -0.808 2.264 -2.475 1.0791
O -0.390 1.181 -1.423 -0.6733
C -1.909 1.418 -3.607 -0.3151
C -3.306 1.236 -3.021 -0.2815
C -4.250 0.696 -4.092 -0.0743
H 1.798 4.999 -5.556 0.0878
H 1.667 3.300 -6.013 0.0857
H 2.726 3.783 -4.678 0.0842
H -0.340 3.955 -4.715 0.1111
H 0.652 4.607 -3.422 0.1129
H 1.508 2.367 -2.836 0.1014
H 0.671 1.642 -4.234 0.1012
H -1.439 0.468 -3.866 0.0980
H -1.935 2.060 -4.494 0.1178
H -3.678 2.191 -2.638 0.1114
H -3.259 0.544 -2.184 0.0772
H -4.307 1.379 -4.944 0.0881
H -5.256 0.581 -3.687 0.0900
H -3.917 -0.279 -4.455 0.0698

| no. | HOMO-LUMO gap (eV) |
| --- | --- |
| 1 | 6.64 |
| 2 | 6.93 |